{
  "formula": "C29H57CoN5O3P3",
  "method": "ωB97M-V/def2-TZVPD",
  "gap_ha": [0.2776, 0.2741],
  "total_charge": 1,
  "spin_multiplicity": 4,
  "homo_ev": [-9.25, -9.33],
  "species": ["Co", "C", "N", "C", "P", "O", "O", "P", "O", "N", "C", "C", "N", "C", "C", "N", "C", "C", "H", "H", "H", "H", "H", "H", "H", "H", "H", "H", "H", "H", "H", "H", "H", "H", "H", "H", "H", "H", "H", "H", "H", "H", "C", "P", "C", "C", "H", "H", "H", "H", "H", "H", "H", "H", "H", "C", "C", "C", "C", "C", "C", "C", "C", "N", "C", "C", "C", "C", "C", "C", "C", "C", "C", "C", "H", "H", "H", "H", "H", "H", "H", "H", "H", "H", "H", "H", "H", "H", "H", "H", "H", "H", "H", "H", "H", "H", "H", "H"],
  "coordinates": [[0.120, 0.486, -0.214], [-3.071, -4.303, 1.019], [-2.878, -3.002, 0.390], [-3.743, -2.772, -0.769], [-1.379, -2.322, 0.398], [-1.442, -0.956, -0.194], [-1.001, -2.299, 1.968], [-0.670, -0.862, 2.694], [0.296, -0.120, 1.834], [-2.100, -0.113, 2.915], [-3.311, -0.878, 3.204], [-2.354, 1.186, 2.296], [-0.045, -1.274, 4.134], [1.193, -2.054, 4.127], [-0.831, -1.397, 5.356], [-0.162, -3.197, -0.257], [-0.112, -3.256, -1.722], [0.410, -4.371, 0.396], [-4.114, -4.397, 1.324], [-2.449, -4.392, 1.909], [-2.839, -5.128, 0.338], [-4.783, -2.823, -0.445], [-3.587, -3.525, -1.549], [-3.555, -1.783, -1.180], [-3.068, -1.810, 3.712], [-3.848, -1.115, 2.282], [-3.956, -0.292, 3.859], [-1.413, 1.697, 2.104], [-2.946, 1.799, 2.976], [-2.896, 1.065, 1.353], [1.721, -1.906, 3.187], [0.988, -3.119, 4.263], [1.838, -1.711, 4.937], [-1.625, -0.654, 5.368], [-0.176, -1.210, 6.207], [-1.263, -2.397, 5.466], [-0.503, -2.332, -2.147], [-0.679, -4.112, -2.101], [0.928, -3.345, -2.036], [0.316, -4.294, 1.477], [1.471, -4.431, 0.146], [-0.073, -5.294, 0.061], [1.112, 3.175, 2.077], [1.487, 2.363, 0.492], [3.207, 1.812, 0.703], [1.624, 3.733, -0.692], [1.885, 3.897, 2.346], [1.040, 2.418, 2.858], [0.159, 3.702, 2.012], [3.856, 2.638, 0.997], [3.563, 1.382, -0.233], [3.244, 1.036, 1.469], [2.306, 4.504, -0.329], [0.644, 4.178, -0.867], [1.992, 3.342, -1.640], [3.373, -1.467, -5.502], [2.947, -1.260, -4.075], [3.655, -1.843, -3.035], [3.258, -1.635, -1.714], [4.013, -2.253, -0.570], [2.151, -0.847, -1.473], [1.398, -0.230, -2.498], [1.833, -0.464, -3.809], [0.306, 0.516, -2.078], [-0.703, 1.067, -2.978], [-1.753, 1.745, -2.074], [-2.894, 2.358, -2.888], [-3.582, 1.252, -3.692], [-2.562, 0.585, -4.617], [-1.976, 1.631, -5.570], [-1.301, 2.746, -4.766], [-2.328, 3.406, -3.845], [-0.165, 2.155, -3.925], [-1.434, -0.026, -3.780], [4.162, -2.214, -5.577], [3.752, -0.537, -5.931], [2.537, -1.792, -6.122], [4.515, -2.466, -3.250], [4.423, -3.224, -0.846], [3.369, -2.386, 0.301], [4.850, -1.622, -0.266], [1.836, -0.754, -0.427], [1.306, -0.043, -4.650], [-1.254, 2.525, -1.482], [-2.157, 0.997, -1.384], [-3.615, 2.825, -2.211], [-4.403, 1.674, -4.279], [-4.018, 0.510, -3.014], [-3.050, -0.205, -5.195], [-2.768, 2.051, -6.197], [-1.250, 1.162, -6.242], [-0.890, 3.493, -5.449], [-3.135, 3.852, -4.434], [-1.858, 4.217, -3.280], [0.308, 2.937, -3.322], [0.608, 1.760, -4.583], [-0.737, -0.562, -4.428], [-1.834, -0.756, -3.066]],
  "lowdin_charge": [0.5396, -0.0891, -0.2934, -0.0792, 0.5028, -0.3022, -0.2599, 0.5071, -0.3318, -0.2856, -0.0828, -0.0708, -0.2888, -0.0792, -0.0824, -0.2701, -0.0659, -0.0804, 0.0923, 0.0787, 0.0897, 0.0912, 0.0910, 0.0676, 0.0791, 0.0862, 0.0968, 0.0538, 0.0966, 0.0894, 0.0770, 0.0922, 0.0938, 0.0780, 0.0932, 0.0923, 0.0639, 0.0940, 0.0900, 0.0735, 0.0875, 0.0886, -0.2620, 0.8037, -0.2473, -0.2545, 0.0520, 0.0360, 0.0437, 0.0539, 0.0414, 0.0462, 0.0528, 0.0400, 0.0415, -0.0453, -0.2661, -0.0255, -0.2860, -0.0424, -0.0608, -0.2737, 0.0041, -0.0463, -0.4447, -0.1082, -0.2801, -0.1149, -0.2795, -0.1109, -0.2802, -0.1169, -0.0728, -0.0778, 0.0755, 0.0863, 0.0820, 0.1157, 0.0803, 0.0649, 0.0840, 0.0833, 0.0941, 0.1085, 0.0949, 0.1401, 0.1231, 0.1143, 0.1409, 0.1228, 0.1230, 0.1420, 0.1232, 0.1193, 0.1116, 0.1062, 0.1139, 0.1066]
}

{
  "formula": "C29H57Li3O10",
  "method": "ωB97M-V/def2-TZVPD",
  "gap_ha": 0.2012,
  "total_charge": 2,
  "spin_multiplicity": 1,
  "homo_ev": -13.30,
  "e_above_lowest_ev": 0.747,
  "species": ["Li", "Li", "Li", "O", "C", "O", "O", "H", "C", "C", "C", "O", "C", "H", "H", "H", "H", "H", "H", "H", "H", "C", "C", "C", "O", "C", "H", "H", "H", "H", "H", "H", "H", "H", "C", "C", "C", "O", "C", "H", "H", "H", "H", "H", "H", "H", "H", "C", "C", "C", "O", "C", "H", "H", "H", "H", "H", "H", "H", "H", "C", "C", "C", "O", "C", "H", "H", "H", "H", "H", "H", "H", "H", "C", "C", "C", "O", "C", "H", "H", "H", "H", "H", "H", "H", "H", "C", "C", "C", "O", "C", "H", "H", "H", "H", "H", "H", "H", "H"],
  "coordinates": [[-0.077, 2.346, 1.852], [-1.079, 3.660, -0.795], [1.732, 3.103, -0.602], [-0.449, -0.343, -1.164], [-0.112, 0.701, -0.475], [0.048, 0.609, 0.752], [-0.037, 1.809, -0.990], [-0.473, -0.966, -0.434], [1.700, 0.110, 4.879], [2.773, 1.099, 4.474], [1.952, 2.265, 4.100], [0.801, 1.668, 3.467], [0.656, 0.347, 3.847], [1.449, 0.388, 5.903], [2.069, -0.916, 4.894], [3.395, 0.853, 3.613], [3.463, 1.290, 5.296], [2.464, 2.981, 3.458], [1.683, 2.884, 4.956], [0.757, -0.289, 2.968], [-0.339, 0.210, 4.271], [-1.129, 5.691, -4.368], [-1.028, 4.280, -4.910], [-1.423, 3.323, -3.819], [-1.516, 4.120, -2.602], [-1.742, 5.461, -2.967], [-1.730, 6.258, -5.078], [-0.158, 6.182, -4.311], [-0.002, 4.018, -5.170], [-1.701, 4.189, -5.762], [-0.789, 2.468, -3.586], [-2.404, 2.916, -4.062], [-1.253, 6.127, -2.256], [-2.817, 5.640, -2.954], [-1.866, -4.701, -0.550], [-1.280, -4.633, 0.829], [-1.818, -3.354, 1.360], [-1.722, -2.505, 0.259], [-1.818, -3.215, -0.967], [-2.873, -5.109, -0.461], [-1.295, -5.323, -1.238], [-0.201, -4.575, 0.685], [-1.504, -5.464, 1.497], [-1.219, -2.909, 2.155], [-2.841, -3.470, 1.719], [-0.960, -3.102, -1.629], [-2.742, -2.994, -1.501], [3.837, -3.148, -0.157], [2.335, -2.965, 0.017], [2.242, -2.411, 1.454], [3.145, -3.250, 2.161], [4.278, -3.417, 1.298], [4.294, -2.256, -0.584], [4.018, -3.955, -0.867], [1.758, -3.882, -0.100], [1.988, -2.280, -0.756], [1.208, -2.434, 1.796], [2.513, -1.356, 1.497], [4.489, -4.486, 1.340], [5.113, -2.850, 1.710], [5.105, 0.894, 0.441], [5.123, 0.469, -1.016], [3.659, 0.493, -1.463], [3.093, 1.561, -0.638], [3.657, 1.384, 0.654], [5.787, 1.708, 0.685], [5.234, 0.105, 1.182], [5.637, -0.485, -1.135], [5.673, 1.218, -1.584], [3.131, -0.452, -1.331], [3.666, 0.630, -2.544], [2.980, 0.639, 1.071], [3.558, 2.242, 1.319], [-2.999, 0.758, 4.723], [-3.313, -0.190, 3.604], [-2.951, 0.586, 2.314], [-2.123, 1.669, 2.794], [-2.590, 2.023, 4.046], [-2.213, 0.272, 5.301], [-3.857, 0.834, 5.391], [-4.341, -0.544, 3.529], [-2.797, -1.143, 3.719], [-3.918, 0.939, 1.956], [-2.386, 0.010, 1.582], [-3.477, 2.651, 3.961], [-1.832, 2.589, 4.588], [-2.186, -1.486, -4.297], [-3.255, -1.471, -5.347], [-4.475, -1.331, -4.492], [-4.085, -0.310, -3.587], [-2.661, -0.403, -3.310], [-1.210, -1.330, -4.756], [-2.160, -2.498, -3.891], [-3.331, -2.327, -6.017], [-3.151, -0.576, -5.960], [-4.752, -2.237, -3.952], [-5.284, -0.990, -5.139], [-2.570, -0.880, -2.334], [-2.145, 0.545, -3.463]],
  "lowdin_charge": [0.7202, 0.7843, 0.8036, 0.1764, -0.8671, -0.0420, -0.1156, 0.0959, -0.1211, -0.1589, -0.1860, -0.2249, -0.2177, 0.1331, 0.1344, 0.1100, 0.1353, 0.1113, 0.1331, 0.1073, 0.1141, -0.1230, -0.1515, -0.1580, -0.2626, -0.1919, 0.1256, 0.1157, 0.1214, 0.1287, 0.1107, 0.1293, 0.1180, 0.1346, -0.1439, -0.1737, -0.2196, -0.1635, -0.1880, 0.1207, 0.1214, 0.1015, 0.1312, 0.1169, 0.1308, 0.1191, 0.1154, -0.1415, -0.1578, -0.2013, -0.1174, -0.1660, 0.0772, 0.1195, 0.1068, 0.0916, 0.1051, 0.0901, 0.1237, 0.1184, -0.1208, -0.1381, -0.1298, -0.2423, -0.2098, 0.1203, 0.1158, 0.1190, 0.1219, 0.1035, 0.1341, 0.0944, 0.1129, -0.1632, -0.1532, -0.1306, -0.2088, -0.2331, 0.1076, 0.1295, 0.1195, 0.1049, 0.1272, 0.1091, 0.1313, 0.1295, -0.1782, -0.1877, -0.2141, -0.1427, -0.1599, 0.1127, 0.1010, 0.1261, 0.1208, 0.1247, 0.1275, 0.0852, 0.0945]
}